Record 1
Here is 2 unconnected molecules or ions with the total composition C11H16IN2 at a distorted geometry from the Open Molecules 2025 dataset. Energies are from ωB97M-V/def2-TZVPD.

Last column: Mulliken charge in e.
CARTESIAN COORDINATES (ANGSTROEM)
C -4.408169 0.386402 -0.119051  -0.562
C -3.493356 -0.126085 -1.027831  -0.683
C -3.884082 0.884491 1.036168  -0.600
C -2.236983 -0.516383 -0.622231  -0.470
C -2.612772 0.583963 1.489949  0.907
C -1.793421 -0.200435 0.636720  1.279
C -2.165997 1.256946 2.711779  -1.564
C -0.372888 -0.530849 0.963171  -0.798
C 0.509021 -0.817420 0.011172  0.256
C 1.411651 -2.852328 -0.878128  -0.924
C 4.431105 -0.508787 -2.284383  -0.715
N 1.313685 -1.346604 -0.740051  -0.586
N 3.660698 0.142055 -1.182226  -0.236
I -0.532647 2.720150 2.273387  0.005
H -5.529409 0.521852 -0.294505  0.320
H -3.796598 -0.337237 -2.026751  0.381
H -4.610049 1.335748 1.811851  0.178
H -1.608022 -0.932392 -1.359189  0.370
H -2.971155 1.918176 3.134816  0.456
H -1.725737 0.673777 3.482218  0.483
H 0.153459 -0.373659 1.903206  0.400
H 0.431020 -3.309729 -0.463901  0.330
H 1.709956 -3.082089 -1.830958  0.339
H 2.260796 -3.069704 -0.136215  0.330
H 4.177285 -1.621243 -2.313167  0.256
H 3.984725 -0.185760 -3.321952  0.310
H 5.523477 -0.211370 -2.192740  0.355
H 2.731184 -0.497238 -1.078960  0.405
H 3.532443 1.194739 -1.337224  0.384
H 4.162625 -0.035138 -0.320169  0.394

Cartesian forces (eV/Å) of the 3 atoms listed first:
-1.40 0.79 -0.93
-0.95 -0.82 0.00
-2.07 0.02 3.01

ΔE to the lowest compared entry with this formula, charge and spin = 17.4 kcal per mole
LUMO energy = -3.15 eV
2S+1 = 1
charge = +1
Kohn-Sham gap = 8.06 eV
largest force on an atom = 5.3 eV/Å

---

Record 2
Here is C5H8N2 in the gas phase from the Open Molecules 2025 dataset. Energies are from ωB97M-V/def2-TZVPD.

Last column: Mulliken charge in e.
CARTESIAN COORDINATES (ANGSTROEM)
C 1.693696 0.100803 -1.971667  -1.052
C 0.582305 0.284441 -0.644983  0.557
C -0.098471 -0.776998 -0.226259  -0.227
N -0.855894 -0.731334 0.968566  -0.042
C -1.506495 0.375451 1.377530  -0.562
N -2.027499 0.211447 2.604292  -0.215
C 1.299683 1.389606 -0.826514  -0.594
H 1.959020 0.861038 -2.709443  0.348
H 2.574105 -0.443439 -1.639900  0.223
H 0.987094 -0.558392 -2.500174  0.378
H -0.142380 -1.688743 -0.812770  0.322
H -0.770579 -1.558258 1.562525  0.282
H -2.565183 0.959519 3.008396  0.241
H -1.933821 -0.628245 3.175726  0.166
H 0.804421 2.203105 -1.365328  0.175

Cartesian forces (eV/Å) of the 3 atoms listed first:
0.24 -0.30 -0.36
0.06 0.08 0.01
0.12 0.07 -0.18

ΔE to the lowest compared entry with this formula, charge and spin = 138.4 kcal per mole
LUMO energy = 1.02 eV
2S+1 = 1
charge = 0
Kohn-Sham gap = 8.44 eV
largest force on an atom = 0.6 eV/Å

---

Q: What is the largest force on an atom in the first record?
A: 5.3 eV/Å